{"formula": "C5H7Cl", "method": "ωB97M-V/def2-TZVPD", "species": ["C", "C", "C", "C", "C", "Cl", "H", "H", "H", "H", "H", "H", "H"], "positions_angstrom": [[1.656, -1.567, -0.143], [-0.961, 1.947, 0.454], [0.702, -0.831, 0.368], [-0.581, 1.072, -0.504], [-0.570, -0.524, -0.353], [-2.075, -1.071, 0.367], [2.567, -1.724, 0.411], [1.340, -2.229, -1.053], [-0.666, 2.939, 0.417], [-1.594, 1.919, 1.321], [0.780, -0.354, 1.258], [0.083, 1.508, -1.310], [-0.681, -1.087, -1.234]], "relative_energy_kj_mol": 185.8, "orbital_gap_ev": 10.77, "smiles": "C=CC(Cl)C=C", "lumo_energy_ev": 0.925, "e_homo_ev": -9.84}

{"formula": "C3H8N4", "method": "ωB97M-V/def2-TZVPD", "species": ["C", "C", "N", "N", "N", "C", "N", "H", "H", "H", "H", "H", "H", "H", "H"], "positions_angstrom": [[0.430, -0.267, -1.513], [-1.353, -0.887, 0.086], [1.519, 1.200, 0.970], [1.334, 0.528, -1.758], [-0.924, -0.048, 1.056], [-0.402, -1.133, -1.027], [-2.437, -1.562, 0.009], [1.267, 1.164, -2.545], [1.743, 1.144, -0.177], [2.156, 0.622, 1.514], [1.680, 2.158, 1.261], [0.092, 0.439, 1.020], [-1.587, 0.170, 1.782], [-3.068, -1.410, 0.793], [-0.451, -2.118, -1.471]], "relative_energy_kj_mol": 211.0, "orbital_gap_ev": 9.21, "smiles": "[H]/N=C(\\N)C=C=N.N", "lumo_energy_ev": 0.783, "e_homo_ev": -8.42}

{"formula": "C23H34NO3PPdS2Sb2Te", "method": "ωB97M-V/def2-TZVPD", "species": ["Pd", "C", "Sb", "C", "C", "C", "C", "C", "C", "C", "C", "C", "Sb", "C", "C", "H", "H", "H", "H", "H", "H", "H", "H", "H", "H", "H", "H", "H", "H", "H", "H", "H", "H", "H", "H", "S", "C", "N", "C", "C", "C", "C", "C", "C", "S", "H", "H", "H", "H", "C", "C", "O", "P", "O", "Te", "O", "C", "C", "H", "H", "H", "H", "H", "H", "H", "H", "H", "H"], "positions_angstrom": [[1.552, 1.015, 0.652], [-2.244, -0.316, -0.980], [-0.893, 1.212, -0.306], [-1.921, 2.816, -1.294], [-1.679, 1.460, 1.728], [-2.409, 0.277, 2.278], [-3.779, 0.164, 2.023], [-4.531, -0.914, 2.458], [-3.908, -1.923, 3.182], [-2.555, -1.820, 3.458], [-1.778, -0.741, 3.028], [-0.321, -0.723, 3.372], [0.989, -1.330, 1.731], [-0.165, -3.059, 1.162], [2.439, -2.463, 2.808], [-1.866, -1.292, -0.683], [-2.285, -0.283, -2.069], [-3.240, -0.155, -0.561], [-2.543, 3.323, -0.556], [-2.541, 2.427, -2.101], [-1.183, 3.523, -1.661], [-2.340, 2.329, 1.681], [-0.802, 1.734, 2.313], [-4.258, 0.956, 1.456], [-5.590, -0.965, 2.233], [-4.469, -2.782, 3.531], [-2.069, -2.602, 4.032], [-0.130, -1.391, 4.214], [0.045, 0.271, 3.631], [-0.399, -3.621, 2.069], [0.417, -3.669, 0.474], [-1.095, -2.771, 0.676], [1.993, -3.393, 3.167], [2.802, -1.848, 3.626], [3.271, -2.670, 2.137], [2.849, -1.427, -1.617], [1.631, -2.380, -2.289], [0.347, -2.424, -2.011], [-0.320, -3.362, -2.761], [-1.690, -3.630, -2.677], [-2.255, -4.601, -3.488], [-1.478, -5.325, -4.392], [-0.114, -5.078, -4.488], [0.455, -4.106, -3.679], [2.101, -3.579, -3.552], [-2.293, -3.069, -1.975], [-3.318, -4.802, -3.416], [-1.935, -6.082, -5.019], [0.498, -5.639, -5.185], [3.384, 2.203, -3.142], [3.487, 2.679, -1.711], [2.263, 3.330, -1.359], [1.778, 3.226, 0.212], [0.462, 3.947, 0.277], [3.393, 1.130, 2.512], [2.923, 4.129, 0.932], [2.890, 5.529, 0.687], [2.138, 6.247, 1.792], [4.341, 1.787, -3.469], [3.112, 3.029, -3.803], [2.634, 1.416, -3.219], [4.313, 3.387, -1.578], [3.665, 1.833, -1.040], [2.433, 5.739, -0.285], [3.933, 5.857, 0.650], [1.112, 5.884, 1.819], [2.135, 7.327, 1.613], [2.609, 6.049, 2.756]], "relative_energy_kj_mol": 83.7, "orbital_gap_ev": 4.79, "charge": -2, "lumo_energy_ev": 4.341, "e_homo_ev": -0.45}

{"formula": "C5H12N2", "method": "ωB97M-V/def2-TZVPD", "species": ["C", "C", "C", "C", "C", "N", "N", "H", "H", "H", "H", "H", "H", "H", "H", "H", "H", "H", "H"], "positions_angstrom": [[2.380, -0.968, -0.741], [0.933, 0.861, -0.284], [3.083, -1.555, 0.445], [-1.925, -0.512, -0.837], [-1.689, 0.311, 0.341], [1.697, 0.065, -0.650], [-2.033, -0.214, 1.655], [2.584, -1.333, -1.781], [1.027, 1.849, -0.198], [2.728, -2.662, 0.423], [4.203, -1.750, 0.244], [2.929, -1.000, 1.485], [-1.385, -1.427, -0.619], [-3.040, -0.745, -1.058], [-1.580, -0.004, -1.705], [-1.848, 1.387, 0.123], [-3.047, -0.654, 1.837], [-1.896, 0.471, 2.384], [-1.377, -1.049, 1.683]], "relative_energy_kj_mol": 511.1, "orbital_gap_ev": [7.43, 8.80], "charge": 2, "lumo_energy_ev": [-10.251, -9.202], "e_homo_ev": [-17.69, -18.00]}

{"formula": "C48H73IrNO3P3Sb", "method": "ωB97M-V/def2-TZVPD", "species": ["Ir", "C", "P", "C", "C", "C", "C", "C", "C", "C", "P", "C", "C", "H", "H", "H", "H", "H", "H", "H", "H", "H", "H", "H", "H", "H", "H", "H", "H", "C", "C", "C", "P", "C", "C", "C", "C", "C", "C", "C", "C", "C", "C", "N", "C", "C", "C", "C", "C", "C", "C", "C", "C", "H", "H", "H", "H", "H", "H", "H", "H", "H", "H", "H", "H", "H", "H", "H", "H", "H", "H", "H", "H", "H", "H", "H", "H", "H", "H", "H", "H", "H", "H", "H", "C", "C", "C", "Sb", "C", "C", "C", "C", "C", "C", "H", "H", "H", "H", "H", "H", "H", "H", "H", "H", "H", "H", "H", "H", "H", "H", "H", "H", "H", "H", "H", "O", "C", "C", "C", "C", "C", "C", "C", "O", "O", "H", "H", "H", "H", "H"], "positions_angstrom": [[0.477, 0.493, 0.422], [3.085, -0.948, 2.544], [2.194, 0.527, 1.955], [3.585, 1.642, 1.573], [1.671, 1.258, 3.528], [2.441, 1.202, 4.691], [2.011, 1.859, 5.829], [0.828, 2.594, 5.805], [0.079, 2.667, 4.645], [0.496, 1.983, 3.502], [-0.343, 2.138, 1.895], [-2.090, 2.080, 2.370], [0.041, 3.904, 1.648], [3.927, -0.608, 3.148], [3.480, -1.555, 1.742], [2.433, -1.558, 3.170], [4.167, 1.782, 2.484], [3.223, 2.610, 1.234], [4.235, 1.207, 0.821], [3.364, 0.639, 4.727], [2.596, 1.806, 6.737], [0.498, 3.116, 6.693], [-0.830, 3.255, 4.643], [-2.287, 2.903, 3.059], [-2.288, 1.144, 2.876], [-2.736, 2.178, 1.509], [-0.504, 4.432, 2.433], [-0.266, 4.295, 0.686], [1.104, 4.066, 1.820], [3.572, -1.619, -1.192], [3.796, -0.152, -1.522], [4.544, -0.096, -2.858], [2.208, 0.840, -1.396], [2.826, 2.589, -1.644], [3.074, 3.095, -3.070], [2.007, 3.649, -0.921], [1.263, 0.260, -2.821], [1.658, 0.480, -4.125], [0.900, 0.048, -5.219], [1.334, 0.322, -6.624], [-0.295, -0.633, -4.956], [-0.693, -0.904, -3.676], [0.084, -0.487, -2.552], [-0.278, -0.785, -1.281], [-1.361, -1.746, -1.227], [-2.681, -1.294, -1.093], [-2.998, 0.167, -1.021], [-3.716, -2.222, -1.118], [-3.484, -3.582, -1.271], [-4.608, -4.579, -1.254], [-2.172, -3.990, -1.487], [-1.111, -3.094, -1.526], [0.219, -3.590, -2.031], [4.530, -2.132, -1.096], [3.020, -2.109, -1.998], [3.014, -1.753, -0.278], [4.451, 0.302, -0.776], [3.958, -0.546, -3.657], [5.449, -0.696, -2.747], [4.862, 0.897, -3.160], [3.798, 2.519, -1.144], [2.130, 3.241, -3.597], [3.729, 2.477, -3.674], [3.547, 4.075, -2.989], [1.143, 3.951, -1.511], [2.628, 4.533, -0.760], [1.653, 3.289, 0.035], [2.569, 1.017, -4.330], [2.291, 0.839, -6.660], [0.591, 0.935, -7.139], [1.423, -0.608, -7.189], [-0.918, -0.954, -5.782], [-1.623, -1.430, -3.518], [-2.741, 0.659, -1.963], [-2.432, 0.666, -0.239], [-4.060, 0.327, -0.841], [-4.734, -1.863, -1.015], [-5.573, -4.089, -1.144], [-4.490, -5.285, -0.430], [-4.626, -5.161, -2.176], [-1.971, -5.038, -1.690], [0.416, -4.603, -1.683], [1.050, -2.954, -1.748], [0.195, -3.625, -3.124], [-1.425, -0.470, 5.068], [-0.305, -1.218, 4.344], [-0.046, -2.547, 5.047], [-0.675, -1.411, 2.180], [-2.796, -1.946, 2.102], [-3.151, -3.036, 3.111], [-3.821, -0.826, 2.181], [0.013, -3.410, 1.589], [1.340, -3.365, 0.855], [0.070, -4.555, 2.602], [-1.126, -0.321, 6.109], [-2.349, -1.048, 5.083], [-1.641, 0.512, 4.662], [0.604, -0.628, 4.415], [-0.870, -3.251, 4.945], [0.069, -2.337, 6.113], [0.868, -3.032, 4.714], [-2.825, -2.385, 1.107], [-3.122, -2.684, 4.141], [-2.535, -3.926, 3.029], [-4.181, -3.345, 2.912], [-3.878, -0.401, 3.186], [-4.806, -1.246, 1.962], [-3.644, -0.024, 1.474], [-0.782, -3.632, 0.875], [2.168, -3.298, 1.560], [1.381, -2.524, 0.172], [1.487, -4.283, 0.283], [0.962, -4.496, 3.223], [0.152, -5.483, 2.030], [-0.789, -4.655, 3.255], [-3.470, 4.475, -1.879], [-2.599, 4.132, -2.829], [-2.814, 4.657, -4.110], [-1.956, 4.351, -5.141], [-0.860, 3.509, -4.933], [-0.648, 2.981, -3.680], [-1.498, 3.272, -2.608], [-1.252, 2.673, -1.275], [-1.951, 2.992, -0.296], [-0.287, 1.828, -1.194], [-3.172, 4.052, -1.046], [-3.665, 5.308, -4.255], [-2.135, 4.771, -6.122], [-0.185, 3.280, -5.747], [0.189, 2.321, -3.498]], "multiplicity": 2, "orbital_gap_ev": [6.59, 5.43], "charge": 2, "lumo_energy_ev": [-5.823, -6.978], "e_homo_ev": [-12.41, -12.41]}

{"formula": "CH6NOP", "method": "ωB97M-V/def2-TZVPD", "species": ["C", "N", "O", "P", "H", "H", "H", "H", "H", "H"], "positions_angstrom": [[0.878, 1.063, -0.978], [-0.112, 0.217, -0.618], [-1.967, -1.027, 0.746], [-1.029, 0.070, 0.860], [0.784, 2.144, -0.607], [0.515, -1.595, 1.035], [1.711, 0.696, -1.493], [-0.034, -0.846, -0.982], [1.123, -1.892, 1.446], [-1.869, 1.170, 0.593]], "relative_energy_kj_mol": 408.6, "orbital_gap_ev": [6.46, 7.30], "lumo_energy_ev": [-1.160, -0.641], "e_homo_ev": [-7.62, -7.94]}

{"formula": "C43H64F2NNdP3S2Si", "method": "ωB97M-V/def2-TZVPD", "species": ["Nd", "C", "C", "C", "P", "C", "C", "C", "C", "C", "C", "C", "C", "C", "Si", "C", "C", "C", "C", "C", "C", "P", "C", "C", "C", "C", "C", "C", "C", "C", "C", "C", "C", "C", "P", "C", "C", "C", "C", "C", "C", "H", "H", "H", "H", "H", "H", "H", "H", "H", "H", "H", "H", "H", "H", "H", "H", "H", "H", "H", "H", "H", "H", "H", "H", "H", "H", "H", "H", "H", "H", "H", "H", "H", "H", "H", "H", "H", "H", "H", "H", "H", "H", "H", "H", "H", "H", "H", "H", "H", "H", "H", "H", "H", "H", "C", "C", "S", "C", "C", "S", "H", "H", "H", "H", "H", "H", "F", "C", "F", "H", "C", "C", "N", "H", "H", "H"], "positions_angstrom": [[0.082, -0.195, -1.148], [4.539, 3.228, 3.430], [3.103, 3.273, 2.907], [2.154, 3.043, 4.091], [2.603, 2.187, 1.471], [3.370, 2.999, -0.034], [3.687, 1.971, -1.120], [4.549, 3.956, 0.128], [3.525, 0.593, 1.596], [4.921, 0.530, 1.513], [5.589, -0.681, 1.410], [4.847, -1.854, 1.360], [3.463, -1.806, 1.458], [2.762, -0.596, 1.609], [0.818, -0.530, 1.610], [0.311, -2.360, 2.116], [1.053, -3.050, 3.093], [0.861, -4.388, 3.387], [-0.111, -5.103, 2.698], [-0.904, -4.445, 1.777], [-0.727, -3.083, 1.482], [-1.962, -2.159, 0.450], [-3.334, -2.065, 1.689], [-3.841, -3.343, 2.350], [-4.518, -1.234, 1.166], [-2.450, -3.213, -1.013], [-3.771, -2.707, -1.606], [-2.472, -4.738, -0.957], [0.452, 0.344, 3.291], [1.317, 0.134, 4.376], [1.082, 0.675, 5.632], [-0.026, 1.496, 5.823], [-0.876, 1.741, 4.752], [-0.660, 1.163, 3.493], [-1.780, 1.434, 2.040], [-3.411, 1.866, 2.847], [-4.503, 2.081, 1.787], [-3.872, 0.739, 3.778], [-1.065, 3.012, 1.335], [-1.760, 3.438, 0.036], [-0.932, 4.207, 2.275], [4.634, 3.912, 4.281], [5.284, 3.519, 2.692], [4.784, 2.226, 3.788], [2.895, 4.273, 2.513], [2.415, 2.120, 4.611], [1.109, 2.954, 3.782], [2.236, 3.865, 4.810], [2.518, 3.583, -0.395], [4.602, 1.418, -0.892], [3.811, 2.465, -2.088], [2.898, 1.233, -1.243], [5.466, 3.428, 0.404], [4.369, 4.740, 0.864], [4.741, 4.447, -0.832], [5.496, 1.446, 1.494], [6.671, -0.705, 1.340], [5.344, -2.810, 1.232], [2.915, -2.737, 1.388], [1.828, -2.524, 3.632], [1.473, -4.874, 4.140], [-0.269, -6.158, 2.897], [-1.686, -5.005, 1.289], [-2.843, -1.460, 2.457], [-4.286, -4.024, 1.617], [-4.626, -3.074, 3.065], [-3.065, -3.877, 2.897], [-5.174, -1.836, 0.538], [-4.192, -0.368, 0.582], [-5.118, -0.869, 2.005], [-1.670, -2.938, -1.723], [-4.623, -3.191, -1.118], [-3.803, -2.952, -2.670], [-3.890, -1.627, -1.537], [-3.177, -5.122, -0.213], [-1.485, -5.154, -0.760], [-2.798, -5.113, -1.934], [2.214, -0.457, 4.228], [1.770, 0.479, 6.448], [-0.222, 1.949, 6.788], [-1.723, 2.393, 4.915], [-3.305, 2.789, 3.419], [-4.485, 1.284, 1.036], [-4.403, 3.028, 1.261], [-5.490, 2.070, 2.262], [-4.145, -0.144, 3.193], [-4.762, 1.053, 4.332], [-3.114, 0.436, 4.500], [-0.059, 2.674, 1.056], [-2.676, 3.990, 0.241], [-2.002, 2.589, -0.611], [-1.101, 4.101, -0.534], [-1.912, 4.636, 2.513], [-0.347, 4.992, 1.784], [-0.429, 3.960, 3.209], [-2.105, -0.587, -5.785], [-1.205, -0.119, -4.651], [-1.985, -0.072, -3.073], [0.057, 0.258, -4.950], [0.540, 0.216, -6.390], [1.229, 0.835, -3.762], [-3.090, -0.846, -5.403], [-1.687, -1.470, -6.280], [-2.225, 0.184, -6.554], [0.034, 0.964, -7.011], [0.354, -0.757, -6.853], [1.610, 0.412, -6.445], [0.665, -2.954, -1.053], [1.054, -2.201, -2.204], [2.162, -1.435, -1.600], [1.563, -2.898, -2.856], [-0.358, 3.286, -3.632], [0.175, 2.329, -2.621], [0.206, 2.157, -1.427], [-1.160, 3.876, -3.183], [-0.738, 2.733, -4.489], [0.449, 3.940, -3.962]], "multiplicity": 4, "orbital_gap_ev": [6.54, 6.53], "charge": -1, "lumo_energy_ev": [2.553, 2.553], "e_homo_ev": [-3.99, -3.98]}

{"formula": "C20H44BCs2O10S5", "method": "ωB97M-V/def2-TZVPD", "species": ["Cs", "Cs", "B", "H", "H", "H", "H", "C", "C", "C", "S", "O", "O", "C", "H", "H", "H", "H", "H", "H", "H", "H", "C", "C", "C", "S", "O", "O", "C", "H", "H", "H", "H", "H", "H", "H", "H", "C", "C", "C", "S", "O", "O", "C", "H", "H", "H", "H", "H", "H", "H", "H", "C", "C", "C", "S", "O", "O", "C", "H", "H", "H", "H", "H", "H", "H", "H", "C", "C", "C", "S", "O", "O", "C", "H", "H", "H", "H", "H", "H", "H", "H"], "positions_angstrom": [[2.321, -1.180, 1.009], [-0.535, -1.815, 2.824], [0.045, -0.591, 1.103], [0.458, -1.580, 1.226], [0.085, -0.362, 0.050], [-0.976, -0.634, 1.449], [0.660, 0.097, 1.662], [0.727, 0.901, -2.320], [1.099, -0.407, -1.672], [1.564, -1.282, -2.795], [0.327, -1.046, -4.160], [-0.819, -1.893, -3.753], [0.969, -1.193, -5.498], [0.105, 0.760, -3.770], [1.641, 1.490, -2.244], [-0.072, 1.319, -1.708], [0.338, -1.013, -1.181], [1.839, -0.310, -0.878], [1.466, -2.315, -2.461], [2.571, -1.024, -3.121], [-0.935, 1.021, -3.969], [0.824, 1.153, -4.488], [1.932, 2.099, 3.085], [2.540, 0.681, 3.018], [1.897, -0.074, 4.249], [0.091, 0.580, 4.564], [0.004, 1.122, 5.917], [-1.045, -0.213, 4.009], [0.434, 2.020, 3.432], [2.163, 2.817, 2.299], [2.349, 2.513, 4.004], [3.628, 0.723, 2.959], [2.257, 0.028, 2.192], [2.417, 0.356, 5.105], [2.016, -1.157, 4.282], [-0.089, 2.908, 3.787], [-0.086, 1.769, 2.507], [2.248, 1.904, 0.528], [0.739, 1.618, 0.714], [-0.100, 2.636, -0.007], [1.052, 3.506, -1.160], [1.356, 4.787, -0.474], [0.493, 3.383, -2.460], [2.401, 2.365, -0.941], [2.916, 1.070, 0.743], [2.623, 2.670, 1.206], [0.604, 1.530, 1.792], [0.532, 0.615, 0.342], [-0.485, 3.434, 0.628], [-0.837, 2.164, -0.656], [3.370, 2.760, -1.246], [2.263, 1.521, -1.617], [-3.020, -0.649, 0.007], [-4.142, 0.353, -0.308], [-3.575, 1.637, -0.812], [-2.413, 1.101, -2.130], [-1.143, 1.810, -2.068], [-3.123, 0.760, -3.360], [-2.149, -0.542, -1.239], [-3.336, -1.680, 0.168], [-2.492, -0.419, 0.932], [-4.731, 0.647, 0.561], [-4.755, -0.143, -1.060], [-2.923, 2.132, -0.092], [-4.228, 2.441, -1.151], [-1.161, -0.423, -0.795], [-2.152, -1.359, -1.960], [-1.799, -2.784, -0.314], [-1.226, -3.959, 0.543], [0.307, -3.752, 0.637], [0.829, -3.203, -1.099], [0.907, -4.404, -1.938], [1.923, -2.239, -1.081], [-0.785, -2.337, -1.398], [-2.122, -2.041, 0.415], [-2.627, -3.114, -0.941], [-1.632, -4.918, 0.221], [-1.674, -3.879, 1.533], [0.939, -4.586, 0.943], [0.384, -2.890, 1.301], [-1.007, -2.470, -2.457], [-0.458, -1.323, -1.164]], "relative_energy_kj_mol": 4121.3, "orbital_gap_ev": 8.25, "charge": 1, "lumo_energy_ev": -3.124, "e_homo_ev": -11.37}

Number 1: E_tot -654.81973 hartree. Number 2: E_tot -338.07342 hartree. Number 3: E_tot -3191.58282 hartree. Number 4: E_tot -306.37621 hartree. Number 5: E_tot -3521.55239 hartree. Number 6: E_tot -512.92022 hartree. Number 7: E_tot -4602.75875 hartree. Number 8: E_tot -3595.03769 hartree.